[1]
{
  "formula": "C58H79N3P2SiTi",
  "method": "ωB97M-V with the def2-TZVPD basis set",
  "lumo_ev": -5.342,
  "fmax_ev_per_a": 1.128,
  "charge": 2,
  "e_homo_ev": -12.27,
  "multiplicity": 1,
  "relative_energy_kj_mol": 90.6,
  "total_energy_ev": -115455.907,
  "elements": ["Ti", "C", "Si", "C", "C", "C", "C", "C", "C", "P", "C", "C", "C", "C", "C", "C", "C", "C", "C", "C", "C", "C", "C", "C", "C", "C", "C", "C", "P", "C", "C", "C", "C", "C", "C", "C", "C", "C", "C", "C", "C", "H", "H", "H", "H", "H", "H", "H", "H", "H", "H", "H", "H", "H", "H", "H", "H", "H", "H", "H", "H", "H", "H", "H", "H", "H", "H", "H", "H", "H", "H", "H", "H", "H", "H", "H", "H", "H", "H", "H", "H", "H", "H", "H", "H", "H", "H", "H", "H", "H", "H", "H", "H", "H", "H", "H", "C", "N", "C", "C", "C", "C", "C", "N", "C", "C", "C", "C", "C", "C", "H", "H", "H", "H", "H", "H", "H", "H", "H", "H", "H", "C", "N", "C", "C", "C", "C", "C", "C", "C", "C", "H", "H", "H", "H", "H", "H", "H", "H", "H", "H", "H", "H", "H"],
  "coordinates": [[0.5455, -0.0583, -0.6611], [-0.1478, -4.0885, -1.1807], [0.8227, -2.6937, -0.3478], [0.7592, -2.8382, 1.5646], [1.9292, -3.1385, 2.2828], [2.0469, -2.9329, 3.6489], [1.0004, -2.3575, 4.3506], [-0.1746, -2.0691, 3.6787], [-0.3166, -2.3498, 2.3158], [-1.9707, -1.8107, 1.7769], [-2.5942, -2.2870, 0.0769], [-3.5720, -3.4788, -0.0525], [-3.7080, -3.8744, -1.5318], [-4.1407, -2.7047, -2.4151], [-3.2350, -1.4923, -2.2047], [-3.2094, -1.1147, -0.7222], [-3.0776, -2.7158, 2.9639], [-3.4034, -2.2784, 4.4043], [-4.5438, -3.1626, 4.9211], [-4.1512, -4.6379, 4.9126], [-3.6633, -5.0860, 3.5349], [-2.5433, -4.1737, 3.0304], [2.6141, -3.2782, -0.6173], [2.9511, -4.6266, -0.4245], [4.2605, -5.0608, -0.5213], [5.2776, -4.1492, -0.8065], [4.9671, -2.8188, -1.0036], [3.6395, -2.3863, -0.9174], [3.0928, -0.7244, -1.3635], [3.4713, -0.5796, -3.1648], [4.9474, -0.4834, -3.6211], [5.6272, -1.7720, -4.0932], [4.7293, -2.5719, -5.0298], [3.4222, -2.9033, -4.3174], [2.6572, -1.6213, -3.9786], [4.1003, 0.5797, -0.5072], [5.5114, 0.2895, 0.0370], [5.5229, -0.5400, 1.3263], [4.6459, 0.0864, 2.4062], [3.2269, 0.2778, 1.8808], [3.2489, 1.1735, 0.6400], [0.5261, -4.9248, -1.3687], [-0.9689, -4.4590, -0.5636], [-0.5623, -3.7827, -2.1457], [2.7912, -3.5254, 1.7582], [2.9694, -3.1902, 4.1580], [1.0938, -2.1378, 5.4073], [-0.9813, -1.5989, 4.2227], [-1.6904, -2.5621, -0.4615], [-3.2733, -4.3519, 0.5165], [-4.5548, -3.1691, 0.3168], [-2.7469, -4.2560, -1.8849], [-4.4221, -4.6945, -1.6169], [-4.1523, -3.0095, -3.4624], [-5.1650, -2.4171, -2.1560], [-2.2176, -1.7244, -2.5391], [-3.5854, -0.6469, -2.7990], [-2.6760, -0.1839, -0.5562], [-4.2439, -0.9591, -0.4206], [-4.0224, -2.7272, 2.4210], [-2.5385, -2.4324, 5.0521], [-3.6916, -1.2377, 4.4636], [-4.8131, -2.8502, 5.9314], [-5.4288, -3.0079, 4.2932], [-3.3516, -4.7991, 5.6431], [-4.9953, -5.2538, 5.2263], [-3.3027, -6.1142, 3.5784], [-4.4968, -5.0668, 2.8230], [-1.7007, -4.2112, 3.7221], [-2.1635, -4.5285, 2.0733], [2.1791, -5.3451, -0.1662], [4.4991, -6.1066, -0.3644], [6.3054, -4.4837, -0.8853], [5.7619, -2.1212, -1.2335], [3.0418, 0.3992, -3.3689], [4.9400, 0.1995, -4.4762], [5.5567, 0.0075, -2.8553], [6.5577, -1.4973, -4.5929], [5.8979, -2.4096, -3.2533], [4.5153, -1.9899, -5.9342], [5.2385, -3.4828, -5.3462], [2.7845, -3.5291, -4.9443], [3.6401, -3.4754, -3.4099], [2.3641, -1.1465, -4.9208], [1.7331, -1.8842, -3.4601], [4.1943, 1.3052, -1.3254], [6.1478, -0.1597, -0.7251], [5.9604, 1.2649, 0.2644], [5.1509, -1.5446, 1.1288], [6.5512, -0.6444, 1.6751], [4.6449, -0.5370, 3.3019], [5.0495, 1.0639, 2.6973], [2.7849, -0.6939, 1.6359], [2.5906, 0.7327, 2.6423], [2.2292, 1.3795, 0.2924], [3.6749, 2.1366, 0.9525], [-2.3531, 0.8609, 2.6231], [-1.7349, -0.1543, 1.7421], [-0.3780, 0.3041, 1.2812], [-0.5695, 1.5195, 0.4634], [-0.7258, 2.8925, 0.6488], [-1.3577, 3.3768, -0.5121], [-1.5054, 2.3024, -1.3851], [-1.0240, 1.1806, -0.8141], [-3.7941, 0.7487, 3.0651], [-4.1458, 1.4017, 4.2471], [-5.4544, 1.3860, 4.7061], [-6.4394, 0.7172, 3.9868], [-6.1026, 0.0816, 2.8024], [-4.7897, 0.1102, 2.3456], [-2.2755, 1.8143, 2.1029], [-1.7222, 0.9525, 3.5183], [0.2441, 0.4562, 2.1599], [-0.5020, 3.4430, 1.5520], [-1.6715, 4.3942, -0.7021], [-1.8732, 2.3019, -2.4011], [-3.3799, 1.9135, 4.8238], [-5.7063, 1.8900, 5.6315], [-7.4629, 0.7073, 4.3424], [-6.8632, -0.4336, 2.2265], [-4.5505, -0.3656, 1.4131], [3.7168, 4.9115, -0.2034], [3.3992, 3.9661, -1.3138], [4.0129, 4.4323, -2.5930], [1.9002, 3.7299, -1.3890], [1.4543, 2.7350, -2.4275], [1.1780, 3.2485, -3.7022], [0.6421, 2.4655, -4.7095], [0.3373, 1.1385, -4.4332], [0.6126, 0.6534, -3.1705], [1.1863, 1.3930, -2.1404], [4.7949, 4.9776, -0.0807], [3.2540, 4.5572, 0.7135], [3.3149, 5.8882, -0.4626], [3.8132, 3.0623, -1.0910], [3.7974, 3.7161, -3.3790], [5.0866, 4.5221, -2.4500], [3.5914, 5.4036, -2.8453], [1.4629, 4.7086, -1.5875], [1.6004, 3.4229, -0.3942], [1.3395, 4.3056, -3.8958], [0.4298, 2.8895, -5.6833], [-0.1092, 0.5019, -5.1882], [0.3199, -0.3952, -2.9750]],
  "mulliken_charge": [-2.014, -1.534, 3.287, 0.299, -0.557, -0.987, -1.342, -1.147, -0.735, -0.212, 2.175, -1.206, -0.586, -1.193, -0.357, -1.714, 0.460, -0.485, -0.850, -0.778, -0.961, -0.997, 0.211, -0.226, -1.184, -1.483, -0.537, 1.009, -0.623, 0.913, -1.142, -0.587, -1.185, -0.358, -0.978, 0.023, -1.712, -0.211, -1.628, 0.122, -0.764, 0.694, 0.380, 0.208, 0.365, 0.502, 0.516, 0.482, -1.257, 0.287, 0.456, 0.222, 0.486, 0.507, 0.365, 0.032, 0.440, 0.178, 0.729, 0.831, 0.563, 0.003, 0.457, 0.380, 0.312, 0.444, 0.442, 0.307, 0.455, 0.326, 0.555, 0.456, 0.449, 0.929, 0.406, 0.557, 0.215, 0.532, 0.149, 0.341, 0.516, 0.540, -0.034, 0.612, -0.197, 1.556, 0.375, 0.504, 0.041, 0.442, 0.539, 0.466, -0.554, 0.701, 0.101, 0.893, -0.116, 1.170, -0.722, 1.688, -0.724, -1.450, -0.737, 0.142, -0.624, -0.392, -0.791, -0.591, -0.740, 0.668, 0.544, 0.218, 0.386, 0.580, 0.559, 0.545, 0.452, 0.421, 0.429, 0.474, 0.458, -0.830, 0.128, -0.789, -1.136, 0.970, -0.572, -1.357, -1.028, 0.773, -0.402, 0.410, 0.305, 0.370, -0.001, 0.293, 0.423, 0.407, 0.801, 0.283, 0.545, 0.469, 0.671, -0.016]
}



[2]
{
  "formula": "C4H7FO2S",
  "method": "ωB97M-V with the def2-TZVPD basis set",
  "lumo_ev": 0.670,
  "fmax_ev_per_a": 3.195,
  "e_homo_ev": -9.93,
  "multiplicity": 1,
  "smiles": "CO[C@@H](CF)SC=O",
  "relative_energy_kj_mol": 114.3,
  "total_energy_ev": -21907.778,
  "elements": ["C", "O", "C", "C", "F", "S", "C", "O", "H", "H", "H", "H", "H", "H", "H"],
  "coordinates": [[1.8785, -0.6235, 0.9481], [1.1125, 0.4028, 0.2194], [0.1805, -0.1497, -0.6906], [-0.9158, -0.8804, 0.0359], [-0.4206, -2.0468, 0.5529], [-0.5951, 1.0987, -1.7940], [-1.4658, 2.1029, -0.6361], [-1.4528, 2.0351, 0.5475], [2.5831, -0.0473, 1.6000], [2.4498, -1.2246, 0.2306], [1.1569, -1.2354, 1.5035], [0.6437, -0.8779, -1.3663], [-1.2842, -0.2390, 0.7698], [-1.7212, -1.1127, -0.7460], [-2.1496, 2.7976, -1.1747]],
  "nbo_charge": [-0.263, -0.543, -0.047, 0.002, -0.361, 0.209, 0.247, -0.524, 0.202, 0.173, 0.202, 0.199, 0.200, 0.168, 0.137]
}



[3]
{
  "formula": "C5H8N2",
  "method": "ωB97M-V with the def2-TZVPD basis set",
  "lumo_ev": 0.959,
  "fmax_ev_per_a": 0.933,
  "e_homo_ev": -9.75,
  "multiplicity": 1,
  "smiles": "C[C@H]1CN1CC#N",
  "relative_energy_kj_mol": 176.8,
  "total_energy_ev": -8293.164,
  "elements": ["C", "C", "C", "N", "C", "C", "N", "H", "H", "H", "H", "H", "H", "H", "H"],
  "coordinates": [[-1.6655, -1.0287, 0.4275], [-0.6315, -0.1358, -0.1834], [-0.6075, 1.3296, -0.0343], [0.3436, 0.4885, 0.7018], [1.7258, 0.4554, 0.1936], [1.9499, -0.7101, -0.6922], [2.0324, -1.6112, -1.4105], [-2.0283, -0.5964, 1.3613], [-1.2607, -2.0251, 0.6411], [-2.4971, -1.1288, -0.2742], [-0.2006, -0.5125, -1.0925], [-0.2046, 1.9336, -0.8473], [-1.3680, 1.8139, 0.5755], [1.9792, 1.3514, -0.3937], [2.4329, 0.3761, 1.0272]],
  "nbo_charge": [-0.612, -0.083, -0.252, -0.397, -0.329, 0.267, -0.324, 0.215, 0.221, 0.215, 0.207, 0.192, 0.206, 0.226, 0.245]
}